This record from the Open Molecules 2025 dataset describes a structure of composition C17H24Cl5F6GaN2O4P2S. The level of theory is wB97M-V/def2-TZVPD.

Summary:
**<S²>**: 0.770
**HOMO (spin up / spin down)**: -11.98 / -11.98 eV
**E**: -6978.70822 hartree
**Charge**: +1
**Gap between HOMO and LUMO (spin up / spin down)**: 8.22 / 4.71 eV
**LUMO energy (spin up / spin down)**: -3.76 / -7.27 eV
**Spin multiplicity**: 2

XYZ file:
```
62
Properties=species:S:1:pos:R:3:forces:R:3:lowdin_charge:R:1
Ga -2.129 0.969 0.380 0.017 0.301 0.361 0.135
Cl -1.597 -0.359 3.409 0.051 0.018 0.018 0.802
C -2.953 -0.937 2.555 -0.032 -0.121 0.065 -0.640
C -3.260 -0.419 1.325 -0.121 0.043 -0.030 -0.191
C -4.435 -0.917 0.732 -0.199 -0.132 -0.104 -0.605
Cl -5.017 -0.244 -0.685 0.021 -0.024 0.058 0.941
C -5.212 -2.001 1.308 0.135 0.030 0.137 -0.661
Cl -6.535 -2.625 0.479 -0.031 -0.003 -0.001 0.827
C -4.853 -2.513 2.545 -0.022 0.053 -0.113 -0.708
Cl -5.750 -3.768 3.265 -0.010 -0.017 0.014 0.766
C -3.737 -1.972 3.195 0.042 0.052 -0.061 -0.652
Cl -3.291 -2.541 4.709 -0.023 -0.028 -0.010 0.837
S -1.623 2.691 1.990 0.049 0.041 -0.139 0.787
C -0.769 3.711 0.904 0.003 -0.042 0.025 -0.745
N -0.997 3.866 -0.388 -0.247 -0.252 -0.012 0.055
C -0.075 4.808 -1.010 0.039 0.090 -0.097 -0.091
C 0.823 5.238 0.175 0.058 0.011 -0.058 -0.102
N 0.253 4.477 1.282 -0.098 -0.028 0.171 0.040
H -1.760 3.377 -0.853 0.019 0.122 0.006 0.112
H -0.621 5.650 -1.434 0.023 -0.028 -0.004 0.127
H 0.490 4.321 -1.804 -0.002 0.003 0.005 0.117
H 0.772 6.309 0.369 -0.015 -0.021 -0.018 0.122
H 1.865 4.960 0.019 -0.015 0.027 -0.006 0.116
H 0.605 4.467 2.223 0.022 0.001 -0.009 0.146
F -3.113 2.062 -0.658 0.262 0.115 0.054 -0.275
P -1.305 -0.058 -2.801 -0.103 -0.303 0.148 0.259
F -2.179 -0.294 -1.302 0.125 -0.065 -0.334 -0.220
F -1.653 -1.570 -3.129 0.006 0.089 0.005 -0.092
F -2.647 0.456 -3.455 0.075 0.001 0.037 -0.088
F -0.430 0.128 -4.095 0.014 0.049 -0.026 -0.079
F -0.960 1.433 -2.276 -0.049 0.025 -0.002 -0.142
C 2.972 -0.790 -2.567 0.063 0.012 -0.003 -0.009
C 2.976 0.214 -1.424 -0.124 0.113 0.128 -0.560
C 2.589 1.610 -1.877 0.078 -0.016 -0.075 -0.013
C 4.299 0.204 -0.682 -0.004 0.028 -0.026 -0.020
O 1.998 -0.178 -0.363 0.103 -0.253 -0.095 -0.137
P 0.495 -0.541 -0.466 0.008 0.142 0.038 0.411
O 0.094 -0.615 -1.946 -0.034 0.052 -0.028 -0.206
O -0.288 0.490 0.338 -0.010 -0.142 -0.121 -0.226
O 0.270 -1.967 0.105 -0.099 0.091 0.114 -0.111
C 1.023 -2.800 1.065 0.040 -0.047 -0.080 -0.574
C -0.014 -3.791 1.564 0.063 -0.015 -0.005 -0.012
C 1.583 -1.969 2.207 -0.012 -0.036 0.037 -0.017
C 2.123 -3.491 0.278 0.040 0.005 0.051 -0.012
H 3.939 -0.744 -3.068 -0.014 0.026 -0.038 0.101
H 2.194 -0.583 -3.296 -0.055 -0.015 0.000 0.082
H 2.842 -1.807 -2.197 0.034 -0.004 0.036 0.087
H 3.321 1.970 -2.601 -0.002 0.001 -0.011 0.104
H 2.575 2.295 -1.029 0.009 0.004 0.037 0.088
H 1.611 1.606 -2.359 -0.018 -0.008 0.010 0.075
H 5.075 0.625 -1.322 0.017 -0.013 -0.010 0.098
H 4.591 -0.812 -0.417 -0.019 -0.028 0.015 0.089
H 4.235 0.801 0.226 -0.007 0.024 0.006 0.093
H -0.869 -3.254 1.977 -0.027 0.025 0.036 0.071
H 0.414 -4.414 2.349 0.021 -0.013 -0.009 0.101
H -0.360 -4.434 0.756 -0.014 0.008 -0.027 0.098
H 0.797 -1.650 2.889 -0.025 0.035 -0.024 0.048
H 2.121 -1.095 1.850 0.047 0.024 -0.046 0.081
H 2.288 -2.582 2.769 -0.035 -0.022 0.025 0.102
H 1.714 -3.958 -0.617 -0.020 -0.011 -0.010 0.101
H 2.583 -4.264 0.894 0.004 -0.003 0.006 0.100
H 2.899 -2.783 -0.009 0.001 0.028 -0.011 0.073
```
Positions in Å, forces in eV/Å.

***

This record from the Open Molecules 2025 dataset describes a structure of composition C37H60AsGe2N5NiO2. The level of theory is wB97M-V/def2-TZVPD.

Summary:
**HOMO (spin up / spin down)**: -12.60 / -12.16 eV
**E**: -9767.62446 hartree
**Charge**: +2
**Gap between HOMO and LUMO (spin up / spin down)**: 7.49 / 7.05 eV
**LUMO energy (spin up / spin down)**: -5.11 / -5.11 eV

XYZ file:
```
108
Properties=species:S:1:pos:R:3:forces:R:3:lowdin_charge:R:1
Ni 0.284 -0.583 -0.336 0.166 -0.328 -0.002 -0.028
N 0.729 -0.676 1.713 -0.136 0.015 -0.050 0.059
C 1.912 0.135 2.037 0.064 -0.025 0.043 -0.262
C 2.867 -0.550 3.015 -0.006 -0.029 -0.050 -0.129
C 2.344 -0.744 4.442 0.062 0.037 0.026 -0.161
C 2.706 0.397 5.391 0.023 0.006 0.032 -0.146
N 2.140 1.714 5.057 -0.009 -0.016 -0.024 0.102
C 0.937 2.141 5.420 -0.005 0.023 -0.004 -0.429
N 0.556 3.389 5.132 0.002 -0.008 0.001 0.215
N 0.081 1.319 6.029 0.024 0.017 0.043 0.229
C 2.657 0.565 0.766 0.095 -0.043 -0.102 -0.534
O 3.825 0.823 0.775 -0.006 -0.018 0.005 0.150
O 1.873 0.696 -0.319 -0.308 0.157 -0.110 -0.225
H -0.040 -0.487 2.344 0.004 0.045 -0.015 0.081
H 0.939 -1.666 1.803 -0.009 -0.005 0.006 0.073
H 1.557 1.091 2.439 -0.064 -0.050 0.079 0.140
H 3.810 -0.002 3.036 -0.012 0.028 -0.060 0.126
H 3.115 -1.523 2.581 0.009 -0.028 0.063 0.126
H 2.820 -1.626 4.875 -0.034 -0.032 -0.024 0.129
H 1.270 -0.955 4.452 -0.017 0.067 0.001 0.107
H 3.786 0.534 5.390 0.001 -0.003 0.001 0.139
H 2.442 0.158 6.424 -0.012 -0.021 -0.008 0.128
H 2.757 2.388 4.631 0.003 -0.008 -0.005 0.165
H 1.213 4.056 4.762 0.001 0.003 0.008 0.134
H -0.314 3.757 5.479 -0.005 -0.004 -0.010 0.136
H 0.388 0.421 6.361 -0.015 -0.015 -0.024 0.119
H -0.780 1.673 6.413 -0.001 0.001 -0.002 0.140
C 2.676 -0.496 -4.546 -0.012 0.013 -0.029 -0.155
C 2.225 -1.073 -3.202 0.085 -0.056 -0.040 -0.369
Ge 0.400 -0.472 -2.698 -0.152 0.063 0.130 0.894
C -0.836 -1.391 -3.921 -0.016 -0.030 -0.050 -0.370
C -2.194 -0.722 -4.116 -0.020 0.027 0.005 -0.167
C 0.427 1.398 -3.320 -0.011 0.023 0.070 -0.192
C 0.861 2.492 -2.688 -0.069 0.022 -0.188 -0.312
Ge 1.222 2.485 -0.797 0.010 0.056 0.236 1.036
C -0.446 2.349 0.220 0.058 0.047 -0.085 -0.316
C -1.529 3.381 -0.084 0.039 0.049 -0.028 -0.150
C 2.621 3.580 -0.001 0.107 0.003 -0.011 -0.303
C 2.577 5.085 -0.280 -0.058 0.013 -0.019 -0.145
C 0.985 3.802 -3.384 -0.020 -0.043 0.019 -0.262
C 0.432 4.961 -2.845 -0.009 0.026 -0.006 -0.074
C 0.518 6.169 -3.521 -0.004 0.003 0.012 -0.067
C 1.168 6.235 -4.744 0.009 0.000 -0.008 -0.068
C 1.729 5.088 -5.288 -0.005 -0.003 0.008 -0.058
C 1.639 3.880 -4.614 0.030 0.011 0.013 -0.030
H 3.638 -0.907 -4.852 0.003 -0.008 0.019 0.078
H 2.784 0.588 -4.491 -0.004 0.003 0.004 0.053
H 1.963 -0.715 -5.344 -0.004 -0.002 0.009 0.068
H 2.931 -0.775 -2.423 -0.012 0.000 0.008 0.054
H 2.243 -2.167 -3.266 -0.028 0.009 0.004 0.046
H -0.952 -2.425 -3.590 0.031 -0.017 -0.031 0.037
H -0.314 -1.440 -4.882 0.010 -0.019 0.013 0.066
H -2.754 -0.650 -3.182 -0.010 -0.003 -0.005 0.027
H -2.820 -1.274 -4.819 0.024 -0.006 -0.016 0.081
H -2.089 0.292 -4.504 0.010 0.004 0.012 0.067
H 0.143 1.550 -4.365 0.045 -0.058 -0.026 0.085
H -0.215 2.311 1.291 -0.041 -0.044 0.006 0.058
H -0.771 1.347 -0.098 -0.208 0.157 0.209 0.000
H -1.247 4.383 0.245 0.018 -0.004 -0.008 0.069
H -2.467 3.131 0.415 0.005 -0.008 0.002 0.066
H -1.733 3.430 -1.154 -0.021 -0.016 0.004 0.072
H 3.575 3.161 -0.324 -0.001 0.003 -0.003 0.077
H 2.558 3.394 1.077 0.026 0.003 -0.004 0.059
H 2.683 5.296 -1.342 0.006 -0.002 0.009 0.066
H 3.394 5.585 0.240 0.002 -0.007 0.011 0.077
H 1.644 5.543 0.053 -0.004 -0.009 -0.010 0.068
H -0.100 4.925 -1.899 0.017 -0.017 0.005 0.088
H 0.072 7.059 -3.095 -0.004 -0.001 -0.004 0.111
H 1.238 7.176 -5.272 0.001 0.001 0.002 0.111
H 2.242 5.134 -6.240 0.001 0.002 0.001 0.112
H 2.089 2.989 -5.033 -0.005 0.000 -0.003 0.109
C -3.255 -0.131 -0.399 -0.007 0.037 0.062 -0.249
As -1.860 -1.457 -0.152 0.183 0.161 -0.334 1.175
C -2.544 -2.945 -1.170 -0.032 -0.003 0.029 -0.219
C -2.213 -2.010 1.705 0.045 -0.034 0.043 -0.307
C -3.573 -2.604 1.921 0.029 -0.004 -0.001 -0.319
C -4.658 -1.803 2.265 -0.016 -0.001 -0.011 -0.066
C -5.919 -2.358 2.434 -0.003 0.004 -0.003 -0.068
C -6.107 -3.721 2.263 -0.002 -0.003 -0.001 -0.070
C -5.030 -4.528 1.926 0.002 -0.001 0.002 -0.062
C -3.771 -3.973 1.756 -0.007 0.004 0.009 -0.061
H -4.233 -0.602 -0.311 0.001 -0.003 0.010 0.043
H -3.158 0.332 -1.378 0.024 0.009 0.006 0.022
H -3.158 0.642 0.364 -0.004 -0.001 -0.005 0.024
H -3.567 -3.145 -0.856 0.008 -0.003 0.009 0.046
H -1.924 -3.823 -1.005 0.014 -0.025 0.014 0.016
H -2.531 -2.684 -2.224 0.001 -0.017 -0.013 0.013
H -2.083 -1.110 2.314 -0.041 -0.010 0.012 0.064
H -1.431 -2.726 1.969 0.002 0.001 -0.006 0.061
H -4.518 -0.737 2.407 0.006 -0.001 -0.001 0.108
H -6.755 -1.725 2.702 0.003 0.000 0.005 0.110
H -7.089 -4.155 2.398 -0.001 0.002 -0.003 0.111
H -5.170 -5.594 1.799 -0.002 0.000 -0.001 0.112
H -2.932 -4.607 1.490 0.006 -0.003 0.003 0.105
N 1.827 -2.587 -0.416 0.342 -0.051 0.205 0.093
C 1.104 -3.812 -0.408 -0.027 0.035 -0.003 -0.318
C 0.737 -4.397 0.801 -0.049 0.011 -0.010 -0.064
C -0.009 -5.567 0.815 -0.003 -0.010 -0.006 -0.085
C -0.390 -6.169 -0.377 -0.013 0.011 0.015 -0.084
C -0.015 -5.589 -1.581 -0.009 0.024 -0.023 -0.074
C 0.719 -4.412 -1.602 -0.009 -0.043 0.015 -0.040
H 2.345 -2.462 -1.278 -0.103 0.025 -0.058 0.058
H 2.519 -2.578 0.327 0.008 -0.073 -0.014 0.098
H 1.069 -3.963 1.741 0.010 0.010 -0.008 0.102
H -0.272 -6.023 1.761 -0.001 0.000 -0.001 0.112
H -0.958 -7.088 -0.367 0.006 -0.003 0.003 0.112
H -0.291 -6.056 -2.517 -0.003 -0.004 0.005 0.118
H 1.011 -3.972 -2.548 0.006 0.009 0.006 0.106
```
Positions in Å, forces in eV/Å.

***

This record from the Open Molecules 2025 dataset describes a structure of composition C9H20FN4O7Ti. The level of theory is wB97M-V/def2-TZVPD.

Summary:
**<S²>**: 6.008
**HOMO (spin up / spin down)**: -1.67 / -6.09 eV
**E**: -2049.98767 hartree
**Charge**: -1
**Gap between HOMO and LUMO (spin up / spin down)**: 4.31 / 6.68 eV
**LUMO energy (spin up / spin down)**: 2.65 / 0.60 eV
**Spin multiplicity**: 5

XYZ file:
```
42
Properties=species:S:1:pos:R:3:forces:R:3:lowdin_charge:R:1
Ti 0.296 -0.343 0.772 0.416 0.071 -0.917 0.715
F 0.593 0.768 -1.181 -0.318 -0.543 1.251 -0.597
C -1.065 -2.886 0.985 -0.424 0.454 -0.101 -1.110
O -1.683 -3.870 0.685 -3.124 -5.342 -1.297 0.271
O -1.647 -1.847 1.074 -3.583 5.724 0.787 0.009
O 0.107 -2.920 1.103 7.025 -0.891 1.044 0.077
O 4.189 -1.765 -0.899 1.650 -0.182 -1.230 0.022
C 3.101 -2.286 -0.757 1.824 2.035 -1.728 -0.677
N 2.727 -2.616 0.423 -2.797 -2.054 3.803 0.163
C 2.137 -2.327 -1.877 -1.084 -0.596 -1.329 -0.008
H 3.312 -2.811 1.222 0.289 0.563 -0.562 0.124
H 1.734 -2.724 0.572 0.158 -0.629 0.224 0.029
H 1.497 -1.445 -1.890 0.433 0.571 -0.129 0.063
H 1.393 -3.121 -1.946 0.171 -0.499 0.740 0.077
H 2.713 -2.443 -2.796 -0.003 0.574 -0.002 0.083
O -0.508 1.158 2.280 2.981 -0.547 1.331 -0.073
C -1.599 1.560 1.943 1.423 2.289 -0.967 -0.690
N -2.490 0.738 1.598 -4.198 -2.347 -0.550 0.213
C -1.827 2.973 1.596 -0.058 0.831 -0.255 0.014
H -2.309 -0.244 1.750 -0.414 -0.340 -0.191 0.091
H -3.394 1.078 1.303 0.101 -0.558 -0.119 0.131
H -2.511 3.074 0.753 -0.460 -0.068 0.321 0.085
H -0.892 3.340 1.172 0.118 0.360 0.687 0.090
H -2.200 3.464 2.495 0.233 0.625 -0.272 0.091
O 4.511 1.065 0.290 -1.610 0.592 1.293 0.024
C 3.450 1.399 0.836 1.754 3.004 -2.837 -0.594
N 2.758 0.675 1.675 -0.359 -1.687 1.325 0.136
C 2.743 2.752 0.504 0.467 -0.190 0.686 -0.013
H 3.345 -0.054 2.054 -0.825 -0.465 0.380 0.117
H 1.957 1.093 2.126 0.181 -0.322 0.470 0.070
H 3.410 3.599 0.666 0.866 -0.248 -1.470 0.068
H 2.037 3.171 1.221 -0.909 -1.219 0.341 0.054
H 2.243 2.547 -0.442 0.209 0.760 -0.263 0.068
O -4.313 -0.679 -0.961 -1.044 0.198 0.185 0.001
C -3.410 -0.282 -1.684 -1.957 -1.908 0.129 -0.618
N -2.152 -0.530 -1.348 1.464 1.128 -1.170 0.167
C -3.714 0.283 -3.068 1.734 0.977 0.903 -0.008
H -1.914 -1.099 -0.548 -0.537 0.248 0.263 0.045
H -1.510 0.211 -1.593 0.998 -0.423 -0.193 0.067
H -4.351 1.156 -2.919 -0.339 -0.278 -0.446 0.074
H -4.036 -0.446 -3.811 -0.361 -0.003 0.486 0.082
H -2.731 0.632 -3.381 -0.092 0.333 -0.621 0.066
```
Positions in Å, forces in eV/Å.